No. 1
227
Properties=species:S:1:pos:R:3 method="wB97M-V/def2-TZVPD" de_lowest_kj_mol=0.00 max_force_ev_per_a=3.21 smiles=COCCOCCOC.COCCOCCOC.COCCOCCOC.COCCOCCOC.COCCOCCOC.COCCOC.COCCOC.COCCOC.COCCOC.COCCOC.COCCOC.COCCOC energy_ha=-4475.09558
C -1.60 -4.41 3.27
O -1.26 -3.04 3.18
C -2.33 -2.28 3.80
C -2.10 -0.80 3.53
O -1.00 -0.34 4.25
C -0.64 1.03 4.03
H -2.63 -4.60 3.02
H -1.36 -4.80 4.26
H -0.94 -5.03 2.59
H -2.39 -2.40 4.91
H -3.25 -2.58 3.34
H -3.01 -0.38 3.90
H -1.95 -0.70 2.43
H -0.57 1.15 2.95
H 0.32 1.14 4.52
H -1.41 1.67 4.47
C 3.99 -0.65 2.59
O 3.11 -1.70 2.23
C 1.91 -1.54 2.97
C 2.02 -1.98 4.36
O 2.43 -0.89 5.26
C 2.71 -1.34 6.56
H 3.42 0.29 2.55
H 4.79 -0.67 1.79
H 4.47 -0.78 3.59
H 1.29 -2.33 2.53
H 1.48 -0.57 2.77
H 2.80 -2.81 4.47
H 1.04 -2.29 4.76
H 3.70 -1.85 6.60
H 1.97 -2.03 7.01
H 2.65 -0.42 7.20
C 0.06 4.63 2.70
O 0.13 6.03 2.63
C -0.94 6.61 3.32
C -0.60 8.06 3.64
O 0.65 8.26 4.17
C 0.76 7.82 5.48
H -0.01 4.29 3.78
H 0.87 4.22 2.16
H -0.81 4.25 2.22
H -1.12 6.05 4.23
H -1.86 6.54 2.72
H -1.35 8.43 4.30
H -0.62 8.71 2.77
H 0.55 6.75 5.64
H 0.10 8.38 6.17
H 1.77 7.99 5.83
C 3.18 5.90 -0.55
O 3.40 6.29 0.74
C 2.85 7.51 1.17
C 3.48 7.91 2.49
O 4.57 8.73 2.32
C 5.52 8.65 3.38
H 3.63 4.93 -0.71
H 3.68 6.53 -1.29
H 2.10 5.80 -0.79
H 1.77 7.45 1.24
H 3.06 8.31 0.38
H 3.72 7.03 3.04
H 2.70 8.42 3.12
H 6.04 7.75 3.30
H 4.95 8.68 4.36
H 6.12 9.56 3.33
C -0.33 0.14 -3.80
O -1.28 0.19 -4.82
C -0.95 1.12 -5.89
C -2.17 1.53 -6.68
O -3.15 2.33 -6.07
C -3.92 1.60 -5.16
H 0.17 -0.80 -3.71
H -0.76 0.30 -2.85
H 0.41 0.93 -3.95
H -0.25 0.60 -6.52
H -0.53 2.03 -5.47
H -2.63 0.59 -7.03
H -1.80 2.16 -7.50
H -4.26 0.65 -5.60
H -4.86 2.12 -4.93
H -3.47 1.44 -4.17
C 7.99 -2.75 -4.12
O 7.10 -1.96 -3.35
C 6.84 -2.43 -2.06
C 6.05 -1.46 -1.27
O 4.77 -1.14 -1.77
C 4.68 -0.02 -2.60
H 8.18 -2.29 -5.07
H 7.63 -3.78 -4.34
H 8.95 -2.74 -3.57
H 7.81 -2.72 -1.59
H 6.29 -3.31 -2.11
H 6.61 -0.53 -1.22
H 5.89 -1.78 -0.25
H 4.94 -0.30 -3.62
H 5.25 0.80 -2.17
H 3.61 0.20 -2.53
C 0.72 -1.04 -0.60
O 0.69 0.27 -0.05
C 1.89 0.97 0.12
C 1.98 2.25 -0.67
O 1.85 1.98 -2.07
C 2.36 3.02 -2.87
H -0.03 -1.20 -1.37
H 0.61 -1.75 0.28
H 1.73 -1.28 -1.04
H 2.79 0.32 -0.16
H 1.99 1.29 1.18
H 2.95 2.73 -0.54
H 1.27 2.98 -0.30
H 1.75 3.94 -2.79
H 2.28 2.70 -3.93
H 3.41 3.29 -2.74
C 6.13 1.11 6.01
O 5.55 2.06 5.19
C 4.16 2.09 5.22
C 3.60 3.19 4.25
O 3.85 3.03 2.89
C 4.93 3.77 2.42
C 5.16 3.41 0.97
O 5.65 2.06 0.62
C 6.98 1.96 1.09
H 5.87 1.25 7.06
H 7.22 1.12 5.91
H 5.83 0.04 5.81
H 3.81 2.33 6.25
H 3.75 1.10 4.94
H 3.86 4.19 4.61
H 2.54 3.06 4.34
H 5.85 3.52 3.00
H 4.72 4.85 2.54
H 5.82 4.14 0.43
H 4.22 3.38 0.48
H 6.97 1.69 2.12
H 7.52 2.95 1.05
H 7.46 1.18 0.51
C -4.91 -9.60 -5.75
O -4.14 -8.41 -5.79
C -4.75 -7.41 -6.49
C -3.97 -6.12 -6.40
O -3.75 -5.58 -5.10
C -4.94 -5.07 -4.46
C -4.50 -4.19 -3.38
O -3.95 -2.94 -3.74
C -2.56 -3.02 -4.15
H -4.29 -10.23 -5.07
H -5.04 -10.15 -6.70
H -5.84 -9.50 -5.23
H -5.76 -7.15 -6.16
H -4.92 -7.66 -7.54
H -4.53 -5.49 -7.06
H -2.98 -6.16 -6.80
H -5.52 -5.89 -4.07
H -5.56 -4.46 -5.16
H -3.85 -4.82 -2.73
H -5.39 -3.88 -2.87
H -1.93 -2.65 -3.33
H -2.50 -2.40 -5.03
H -2.28 -4.01 -4.49
C 2.86 -3.69 -2.36
O 1.84 -3.91 -1.38
C 2.38 -4.65 -0.25
C 1.31 -5.14 0.72
O 0.52 -6.25 0.32
C -0.70 -5.86 -0.38
C -1.60 -7.01 -0.38
O -1.10 -8.06 -1.15
C -2.12 -9.12 -1.33
H 3.59 -2.95 -2.01
H 2.38 -3.26 -3.27
H 3.40 -4.57 -2.65
H 3.13 -3.94 0.20
H 2.95 -5.51 -0.70
H 0.64 -4.29 1.01
H 1.84 -5.40 1.61
H -0.44 -5.50 -1.44
H -1.12 -4.99 0.12
H -2.63 -6.81 -0.78
H -1.76 -7.31 0.69
H -1.68 -9.91 -1.98
H -3.04 -8.63 -1.77
H -2.39 -9.47 -0.36
C -1.01 7.21 -1.79
O -0.52 6.19 -2.73
C -1.45 5.85 -3.75
C -1.86 4.42 -3.69
O -2.62 4.17 -2.46
C -1.79 3.57 -1.51
C -2.61 2.61 -0.65
O -3.23 3.34 0.45
C -4.68 3.08 0.45
H -1.53 8.05 -2.27
H -0.14 7.61 -1.26
H -1.63 6.70 -1.02
H -1.03 6.11 -4.77
H -2.35 6.47 -3.65
H -0.91 3.85 -3.77
H -2.45 4.11 -4.55
H -1.36 4.35 -0.88
H -1.02 3.00 -1.99
H -1.96 1.90 -0.16
H -3.29 2.14 -1.36
H -5.10 3.02 -0.61
H -5.15 3.96 0.86
H -4.92 2.18 1.02
C -3.07 -1.08 0.01
O -4.04 -1.31 0.92
C -5.29 -1.93 0.60
C -5.86 -2.47 1.87
O -7.16 -2.94 1.53
C -7.65 -3.94 2.42
C -8.98 -4.54 2.02
O -8.79 -5.76 1.32
C -10.00 -6.28 0.81
H -2.56 -2.04 -0.30
H -2.36 -0.34 0.46
H -3.52 -0.64 -0.94
H -5.18 -2.73 -0.15
H -5.92 -1.20 0.13
H -5.98 -1.65 2.62
H -5.25 -3.30 2.30
H -7.79 -3.48 3.37
H -6.85 -4.72 2.40
H -9.58 -3.79 1.43
H -9.53 -4.65 2.99
H -9.77 -7.28 0.38
H -10.43 -5.62 0.06
H -10.78 -6.44 1.57

No. 2
132
Properties=species:S:1:pos:R:3 method="wB97M-V/def2-TZVPD" total_charge=+2 spin_multiplicity=2 max_force_ev_per_a=5.76 energy_ha=-5525.43724
C 2.04 -7.21 -0.93
C 0.65 -7.55 -0.36
N -0.20 -6.33 0.11
C -1.57 -6.80 0.64
C 0.57 -5.60 1.22
C 0.78 -6.30 2.61
C -0.36 -5.43 -1.14
C -1.66 -4.47 -1.23
O -1.81 -3.61 -0.06
C -3.09 -2.88 0.09
H 2.73 -6.83 -0.18
H 2.01 -6.61 -1.83
H 2.54 -8.14 -1.20
H 0.62 -8.23 0.49
H -0.02 -7.97 -1.10
H -1.55 -7.56 1.42
H -2.11 -7.12 -0.25
H -1.98 -5.95 1.18
H 0.00 -4.68 1.29
H 1.51 -5.28 0.78
H 1.24 -5.54 3.25
H 1.40 -7.19 2.56
H -0.06 -6.70 3.18
H -0.37 -6.08 -2.01
H 0.49 -4.77 -1.28
H -2.54 -5.11 -1.28
H -1.57 -3.81 -2.09
H -3.48 -2.71 1.10
H -3.97 -3.38 -0.30
H -3.15 -1.89 -0.36
C 0.85 -1.24 0.47
N 0.68 0.32 0.68
C 2.04 1.00 0.74
C -0.01 0.93 -0.58
C -0.19 0.29 2.00
C -0.34 1.69 2.55
O -1.29 2.50 1.92
H 1.33 -1.56 -0.46
H -0.11 -1.76 0.52
H 1.46 -1.71 1.24
H 2.54 0.49 1.56
H 1.90 2.08 0.87
H 2.63 0.86 -0.17
H -0.20 1.98 -0.35
H -0.91 0.34 -0.75
H 0.74 0.86 -1.37
H 0.41 -0.23 2.73
H -1.18 -0.14 1.87
H 0.64 2.14 2.66
H -0.73 1.64 3.56
H -2.08 1.95 1.89
C 4.45 3.64 -4.95
N 4.28 2.34 -4.06
C 3.00 2.57 -3.25
C 4.04 1.17 -5.04
C 5.38 2.17 -3.06
C 6.78 2.23 -3.63
O 7.04 0.99 -4.18
H 3.60 3.87 -5.59
H 5.29 3.48 -5.62
H 4.59 4.45 -4.22
H 3.09 3.57 -2.84
H 2.84 1.79 -2.51
H 2.23 2.50 -4.02
H 3.28 1.26 -5.81
H 3.90 0.21 -4.54
H 5.01 1.02 -5.51
H 5.05 1.27 -2.54
H 5.31 2.95 -2.30
H 7.54 2.27 -2.85
H 6.94 3.08 -4.29
H 7.95 1.03 -4.46
C -9.40 1.57 4.03
N -8.14 2.20 3.67
C -7.32 1.65 2.70
C -6.16 2.34 2.28
C -5.80 3.51 2.98
C -6.61 3.97 4.01
C -7.76 3.28 4.34
C -4.59 4.17 2.67
C -3.61 4.58 3.65
C -2.39 5.03 3.29
N -2.10 5.29 2.00
C -3.00 5.02 1.00
C -4.27 4.49 1.32
C -0.71 5.79 1.62
H -10.13 1.74 3.23
H -9.82 2.13 4.87
H -9.21 0.56 4.38
H -7.75 0.75 2.27
H -5.54 2.01 1.46
H -6.31 4.84 4.57
H -8.32 3.55 5.22
H -3.82 4.49 4.71
H -1.63 5.38 3.97
H -2.70 5.06 -0.03
H -5.06 4.31 0.60
H 0.08 5.36 2.22
H -0.79 6.88 1.69
H -0.61 5.50 0.57
C 5.32 5.17 0.91
F 5.31 4.53 2.07
F 5.41 6.47 1.17
F 6.41 4.66 0.27
S 3.74 4.73 -0.06
O 3.78 3.26 -0.24
O 2.61 5.31 0.71
O 3.89 5.42 -1.36
C 5.10 -2.19 1.06
F 4.16 -1.48 0.53
F 6.14 -2.34 0.28
F 5.56 -1.61 2.16
S 4.33 -3.87 1.69
O 5.15 -4.38 2.76
O 2.96 -3.53 2.16
O 4.35 -4.72 0.47
C 0.48 -1.35 -3.64
F -0.14 -1.50 -2.49
F -0.19 -2.04 -4.50
F 0.51 -0.06 -3.99
S 2.26 -2.02 -3.54
O 2.86 -1.90 -4.88
O 2.94 -1.29 -2.47
O 2.05 -3.44 -3.23
C -5.60 -0.01 -0.69
F -6.55 0.59 -1.37
F -5.96 -0.34 0.60
F -5.42 -1.15 -1.45
S -3.95 1.06 -0.73
O -4.44 2.41 -0.96
O -3.41 1.10 0.61
O -3.02 0.51 -1.72